[1]
{
  "formula": "C3H14N2O2",
  "method": "ωB97M-V/def2-TZVPD",
  "elements": ["N", "C", "C", "N", "C", "H", "H", "H", "H", "H", "H", "H", "H", "H", "H", "H", "H", "O", "H", "H", "O"],
  "positions_angstrom": [[1.73, 1.45, -1.13], [0.86, 0.75, -0.03], [0.27, -0.53, -0.69], [-0.65, -1.01, 0.37], [-1.83, -1.87, 0.17], [1.46, 2.39, -0.87], [1.30, 1.25, -2.02], [1.52, 0.44, 0.78], [0.22, 1.60, 0.21], [-0.26, -0.35, -1.61], [1.17, -1.17, -0.70], [-0.81, -0.29, 1.05], [-2.13, -1.96, -0.88], [-1.66, -2.76, 0.78], [-2.65, -1.32, 0.65], [0.89, -3.86, 1.43], [0.43, -2.31, 1.41], [1.16, -2.94, 1.47], [-0.94, 4.21, 0.30], [0.03, 3.71, -0.60], [-0.11, 4.55, -0.10]],
  "gap_ev": [2.69, 8.89],
  "spin_multiplicity": 2,
  "e_homo_ha": [0.0272, -0.2052],
  "relative_energy_ev": 1.6150,
  "e_lumo_ev": [3.433, 3.303],
  "e_tot_ev": -10410.7527,
  "charge": -1
}


[2]
{
  "formula": "C3H5NO2S2",
  "method": "ωB97M-V/def2-TZVPD",
  "elements": ["C", "O", "C", "O", "N", "S", "C", "S", "H", "H", "H", "H", "H"],
  "positions_angstrom": [[0.69, 1.95, 1.04], [0.80, 0.70, 0.33], [-0.38, 0.11, 0.09], [-1.45, 0.54, 0.42], [-0.20, -1.11, -0.60], [1.33, -1.79, -1.10], [-1.33, -1.83, -0.91], [-1.34, -3.25, -1.70], [0.25, 1.77, 2.00], [0.11, 2.68, 0.46], [1.74, 2.33, 1.12], [2.02, -0.76, -0.57], [-2.24, -1.33, -0.58]],
  "gap_ev": 9.01,
  "e_homo_ha": -0.3254,
  "smiles": "COC(=O)N(S)C=S",
  "relative_energy_ev": 1.1151,
  "e_lumo_ev": 0.154,
  "e_tot_ev": -30446.9941
}


[3]
{
  "formula": "C2H4N2O4",
  "method": "ωB97M-V/def2-TZVPD",
  "elements": ["O", "C", "O", "N", "N", "C", "O", "O", "H", "H", "H", "H"],
  "positions_angstrom": [[-1.09, -1.11, -0.99], [-0.66, 0.01, -1.14], [-0.38, 0.44, -2.40], [0.44, 0.81, -0.34], [-0.42, 0.98, 0.71], [0.27, -0.38, 1.36], [-0.63, -1.06, 1.80], [1.54, -0.75, 1.52], [-0.49, -0.33, -2.99], [0.89, 1.55, -0.85], [-0.99, 1.47, 1.39], [1.52, -1.63, 1.94]],
  "gap_ev": 9.27,
  "e_homo_ha": -0.3350,
  "smiles": "O=C(O)NNC(=O)O",
  "relative_energy_ev": 4.7197,
  "e_lumo_ev": 0.154,
  "e_tot_ev": -13303.6406
}


[4]
{
  "formula": "C43H88BN4O15",
  "method": "ωB97M-V/def2-TZVPD",
  "elements": ["O", "C", "O", "B", "O", "C", "O", "O", "C", "O", "C", "O", "O", "C", "O", "H", "H", "H", "H", "C", "O", "H", "H", "H", "H", "C", "O", "H", "H", "H", "H", "C", "C", "C", "C", "C", "C", "N", "O", "C", "C", "C", "H", "H", "H", "H", "H", "H", "H", "H", "H", "H", "H", "H", "H", "H", "H", "H", "H", "H", "H", "C", "C", "C", "C", "C", "C", "N", "O", "C", "C", "C", "H", "H", "H", "H", "H", "H", "H", "H", "H", "H", "H", "H", "H", "H", "H", "H", "H", "H", "H", "C", "C", "C", "C", "C", "C", "N", "O", "C", "C", "C", "H", "H", "H", "H", "H", "H", "H", "H", "H", "H", "H", "H", "H", "H", "H", "H", "H", "H", "H", "C", "C", "C", "C", "C", "C", "N", "O", "C", "C", "C", "H", "H", "H", "H", "H", "H", "H", "H", "H", "H", "H", "H", "H", "H", "H", "H", "H", "H", "H"],
  "positions_angstrom": [[-2.24, -22.28, 11.96], [-2.31, -21.85, 10.84], [-1.91, -20.67, 10.41], [-2.50, -20.41, 9.07], [-3.12, -21.66, 8.68], [-2.96, -22.58, 9.64], [-3.32, -23.72, 9.57], [-1.48, -19.94, 8.13], [-1.70, -18.67, 7.83], [-0.96, -17.98, 7.20], [-3.03, -18.25, 8.52], [-3.48, -19.30, 9.15], [-3.51, -17.15, 8.49], [1.24, -21.13, 12.29], [1.63, -22.03, 13.32], [1.63, -21.39, 11.29], [0.15, -21.19, 12.22], [1.63, -20.13, 12.48], [0.85, -22.50, 13.62], [-5.21, -26.70, 10.16], [-5.57, -25.33, 10.25], [-4.31, -26.89, 10.75], [-6.00, -27.30, 10.59], [-4.95, -26.97, 9.13], [-4.77, -24.80, 10.40], [-5.47, -14.73, 6.85], [-5.84, -15.68, 7.81], [-5.04, -15.16, 5.93], [-6.32, -14.11, 6.56], [-4.71, -14.02, 7.22], [-5.04, -16.22, 7.95], [0.48, -22.18, 3.52], [1.27, -23.19, 4.34], [2.15, -22.43, 5.35], [1.44, -22.00, 6.62], [0.68, -23.16, 7.23], [-0.27, -23.86, 6.27], [0.50, -24.17, 5.05], [-0.28, -24.96, 4.16], [-0.73, -25.18, 6.89], [-1.48, -22.98, 5.98], [2.28, -23.93, 3.44], [-0.08, -21.52, 4.19], [-0.22, -22.71, 2.87], [1.10, -21.52, 2.91], [3.07, -22.98, 5.62], [2.54, -21.54, 4.85], [0.67, -21.28, 6.33], [2.05, -21.51, 7.38], [0.05, -22.78, 8.05], [1.37, -23.89, 7.70], [-1.02, -25.04, 7.93], [-1.56, -25.59, 6.33], [0.07, -25.93, 6.89], [-2.33, -23.21, 6.63], [-1.29, -21.92, 6.18], [-1.86, -22.95, 4.96], [1.68, -24.43, 2.67], [2.77, -24.74, 3.97], [2.97, -23.24, 2.94], [0.22, -25.78, 4.09], [-0.18, -15.85, 4.84], [1.15, -16.25, 4.21], [2.08, -15.04, 4.26], [3.55, -15.35, 3.99], [3.97, -16.42, 4.98], [3.15, -17.70, 4.87], [1.74, -17.35, 4.96], [0.94, -18.48, 5.09], [3.47, -18.41, 3.53], [3.52, -18.65, 5.99], [0.90, -16.64, 2.72], [-0.08, -15.86, 5.93], [-0.99, -16.53, 4.58], [-0.48, -14.85, 4.54], [1.68, -14.25, 3.62], [2.08, -14.69, 5.30], [4.17, -14.46, 4.12], [3.73, -15.67, 2.96], [3.84, -16.04, 6.00], [5.03, -16.66, 4.85], [3.47, -17.70, 2.70], [4.49, -18.80, 3.48], [2.74, -19.18, 3.31], [3.05, -19.63, 5.88], [4.60, -18.83, 5.98], [3.22, -18.30, 6.99], [-0.04, -16.21, 2.34], [0.69, -17.71, 2.61], [1.73, -16.34, 2.10], [0.32, -18.33, 5.82], [-2.63, -14.27, 13.12], [-1.16, -14.67, 13.16], [-0.92, -15.32, 14.52], [0.42, -16.05, 14.57], [0.46, -17.09, 13.46], [0.27, -16.53, 12.05], [-0.89, -15.63, 12.12], [-1.18, -15.05, 10.86], [1.59, -15.88, 11.57], [-0.05, -17.70, 11.13], [-0.28, -13.38, 13.09], [-3.02, -14.02, 14.11], [-3.15, -15.22, 12.94], [-2.93, -13.57, 12.35], [-1.04, -14.67, 15.39], [-1.69, -16.07, 14.77], [0.70, -16.51, 15.53], [1.24, -15.32, 14.49], [-0.21, -17.93, 13.67], [1.45, -17.55, 13.58], [2.36, -16.64, 11.42], [1.39, -15.51, 10.55], [1.90, -15.04, 12.17], [-0.80, -18.41, 11.47], [-0.37, -17.36, 10.14], [0.91, -18.20, 10.95], [-0.67, -12.74, 12.30], [0.75, -13.65, 12.89], [-0.33, -12.85, 14.04], [-1.86, -15.62, 10.48], [-4.95, -20.03, 15.55], [-5.23, -18.59, 15.09], [-3.93, -17.89, 14.78], [-3.30, -18.35, 13.48], [-4.32, -18.07, 12.39], [-5.71, -18.69, 12.56], [-6.15, -18.50, 13.96], [-7.36, -19.18, 14.20], [-6.64, -17.87, 11.67], [-5.65, -20.14, 12.11], [-5.87, -17.88, 16.29], [-5.87, -20.60, 15.69], [-4.40, -20.07, 16.49], [-4.43, -20.62, 14.79], [-4.14, -16.81, 14.73], [-3.21, -17.88, 15.60], [-3.04, -19.41, 13.47], [-2.40, -17.75, 13.32], [-3.90, -18.46, 11.45], [-4.37, -17.02, 12.08], [-6.25, -17.83, 10.65], [-7.66, -18.27, 11.61], [-6.72, -16.84, 12.03], [-5.47, -20.26, 11.05], [-4.82, -20.65, 12.61], [-6.57, -20.69, 12.35], [-6.66, -18.50, 16.72], [-6.38, -16.96, 16.00], [-5.12, -17.64, 17.04], [-7.15, -20.12, 14.34]],
  "gap_ev": 8.18,
  "e_homo_ha": -0.2192,
  "e_lumo_ev": 2.221,
  "e_tot_ev": -83371.0419,
  "charge": -1
}